Record 1
14
Properties=species:S:1:pos:R:3:forces:R:3:mulliken_charge:R:1 method="wB97M-V/def2-TZVPD" energy_ha=-596.446395 max_force_ha_per_bohr=0.0748 spin_multiplicity=1 total_charge=-1
C 2.183779 -0.679014 1.482886 0.6121 2.6493 -1.0929 -0.522
C -0.333646 0.726263 -0.816480 2.7827 -0.7209 2.5567 -0.209
C 1.074149 -0.113932 2.214428 0.2436 -1.5887 1.0695 0.901
C -0.847808 0.560435 -2.187396 1.6822 -0.1086 -0.7107 -0.880
O -0.159822 -0.228149 1.843214 0.6367 0.7060 2.1119 -0.229
O 1.462893 0.179854 3.358208 -0.2582 0.2380 -1.2036 -0.594
Si -0.899405 -0.516074 0.393552 0.4901 0.8208 -2.2441 0.140
H 2.610591 0.311317 0.973654 -0.3666 -1.8295 0.8369 0.197
H -1.789706 0.098710 -2.063237 -1.6065 -0.0755 -0.6538 0.243
H -0.247237 -0.137529 -2.796926 -0.0905 -0.0700 -0.1702 0.216
H -0.830966 1.501394 -2.737091 -0.6349 0.1260 -0.2703 0.254
H 0.878577 0.823270 -0.708179 -2.5638 -0.0450 -0.2683 -0.107
H -2.244881 -0.542634 0.877811 -1.4089 0.4810 0.1313 -0.217
H -0.856518 -1.983910 0.165555 0.4818 -0.5828 -0.0924 -0.194

Record 2
11
Properties=species:S:1:pos:R:3:forces:R:3:mulliken_charge:R:1 method="wB97M-V/def2-TZVPD" energy_ha=-227.282691 max_force_ha_per_bohr=0.0212 spin_multiplicity=1
C -0.286352 -0.157249 -1.517261 0.1673 0.1055 -0.0770 -0.627
N 0.107925 0.581451 -0.461960 -0.2062 -0.0917 0.0887 -0.111
C 0.531902 -0.080040 0.661897 0.1578 0.0567 -0.0790 -0.406
C 0.606241 0.676290 1.873406 0.0106 0.5100 0.7962 0.241
N 0.620129 1.277991 2.865655 -0.0140 -0.5651 -0.9292 -0.392
H 0.375936 -0.957258 -1.833917 -0.1288 0.0813 0.0813 0.284
H -0.840182 0.356193 -2.296624 0.0757 -0.0618 0.1213 0.287
H -1.045127 -1.215843 -0.458841 0.0298 -0.0269 0.1066 0.042
H -0.413349 1.432959 -0.289501 0.0744 -0.0938 -0.0274 0.250
H -0.722708 -1.201973 0.373345 -0.0250 0.0047 -0.1244 0.113
H 1.296477 -0.836845 0.516504 -0.1417 0.0811 0.0427 0.319